# 1
The following is a quantum chemistry calculation of a cluster of 8 separate species, C8H32O8 in total, from the Open Molecules 2025 dataset.

```
48
C8H32O8 | the Open Molecules 2025 dataset | the ωB97M-V functional and the def2-TZVPD basis
C 1.6268 2.4633 -1.7483
O 0.5066 2.5404 -0.8827
H 1.4334 1.8804 -2.6350
H 2.4561 1.9974 -1.2127
H 1.8358 3.4413 -2.1400
H 0.2918 1.6323 -0.6825
C 3.6768 0.3285 1.4734
O 4.6457 0.4998 0.4349
H 3.8945 0.7722 2.4486
H 3.3592 -0.6997 1.4513
H 2.8215 0.8261 1.0411
H 4.5001 1.3459 -0.0154
C 0.9122 -1.0653 -0.4318
O -0.0816 -0.1467 -0.8292
H 1.2321 -0.7520 0.5948
H 1.8306 -0.9586 -1.0318
H 0.4755 -2.0675 -0.3602
H -0.4419 -0.6216 -1.6060
C 0.2878 -0.8276 -3.8546
O -0.6966 -1.5027 -3.0644
H -0.1665 -0.1017 -4.5377
H 0.7888 -1.5797 -4.5055
H 0.9497 -0.3466 -3.1869
H -1.5468 -1.4060 -3.4946
C -0.3074 1.4321 2.0626
O -1.3588 0.6558 1.6804
H 0.6512 0.9408 1.8028
H -0.2935 1.6768 3.1561
H -0.3452 2.3664 1.5248
H -1.1381 0.1980 0.8691
C 0.7526 -1.4559 4.1177
O 0.0194 -2.1096 5.1090
H 0.6461 -1.9459 3.1541
H 1.7941 -1.4221 4.4418
H 0.4101 -0.4065 4.0390
H 0.1470 -1.6198 5.9365
C -2.9544 -2.5235 -0.7121
O -2.8638 -1.2313 -0.1639
H -3.7530 -2.4991 -1.4375
H -3.1559 -3.3083 -0.0438
H -2.0307 -2.7814 -1.1828
H -3.6501 -1.1051 0.3341
C -2.8996 1.9491 -0.9034
O -2.8920 0.8610 -1.7879
H -1.8735 2.1246 -0.6590
H -3.4014 1.6734 0.0113
H -3.3947 2.7993 -1.2950
H -2.6999 0.0793 -1.2785
```

total energy: -25190.858 eV
multiplicity: 1
energy relative to the best compared isomer or geometry (same formula, charge and spin): 3.941 eV
LUMO level: 0.53 eV
strongest force on any atom: 2.2 eV/Å
Kohn-Sham gap: 0.36486 hartree
SMILES string: CO.CO.CO.CO.CO.CO.CO.CO
HOMO: -0.345 Ha



# 2
The following is a quantum chemistry calculation of a structure of composition C20H25I2N5NiO9P2, from the Open Molecules 2025 dataset.

```
64
C20H25I2N5NiO9P2 | the Open Molecules 2025 dataset | the ωB97M-V functional and the def2-TZVPD basis
Ni -0.4148 -0.1099 0.0158
I 7.0886 -2.1243 0.6412
C 5.1479 -1.5329 0.1033
C 4.8700 -1.1921 -1.2097
C 3.5850 -0.8080 -1.5441
I 3.2117 -0.3552 -3.5478
C 2.5052 -0.7074 -0.6103
O 1.3208 -0.3286 -0.9833
C 2.8587 -1.0809 0.7212
C 1.8759 -0.9747 1.8515
N 0.5151 -1.3763 1.5005
C 0.3643 -2.7916 1.1682
C -0.2738 -3.0064 -0.1802
C -0.1150 -4.1960 -0.8696
C -0.7872 -4.3762 -2.0668
C -1.6177 -3.3667 -2.5258
C -1.7062 -2.2043 -1.7883
N -1.0385 -2.0165 -0.6478
C 4.1466 -1.4821 1.0490
H 5.6381 -1.2312 -1.9694
H 1.8261 0.0594 2.1905
H 2.2426 -1.5779 2.6891
H -0.0934 -1.1989 2.2921
H -0.2848 -3.2563 1.9131
H 1.3292 -3.2975 1.1986
H 0.5309 -4.9679 -0.4675
H -0.6597 -5.2887 -2.6349
H -2.1648 -3.4638 -3.4547
H -2.3294 -1.3857 -2.1158
H 4.3617 -1.7626 2.0755
C 0.2347 1.0731 4.3928
C -0.9071 1.6182 3.5189
O -1.6075 2.5954 4.2853
P -0.2388 2.4662 2.0307
O 0.7895 3.4967 2.6753
O -1.4127 3.4113 1.5303
O 0.4089 1.6500 0.9637
P -2.0381 0.2402 2.9006
O -3.4989 0.7396 3.3686
O -1.6752 -1.0610 3.5112
O -2.0340 0.3693 1.3865
H 1.2111 1.4449 4.0846
H 0.2466 -0.0146 4.3906
H 0.0528 1.4143 5.4101
H -2.4067 2.8640 3.8164
H 1.4038 3.8456 2.0083
H -1.9918 2.9846 0.8648
H -3.7880 0.2369 4.1480
C -0.0843 1.6900 -5.0467
N -0.8789 1.8748 -3.8340
C -1.6546 2.9498 -3.6430
C -2.4492 3.0554 -2.5546
C -2.3336 2.0402 -1.5643
N -1.4935 1.0143 -1.6825
C -0.9142 0.7890 -2.9251
O -0.4724 -0.2705 -3.2844
N -3.0817 2.1685 -0.4425
H -0.0927 2.6143 -5.6187
H -0.4899 0.8759 -5.6450
H 0.9366 1.4288 -4.7770
H -1.6247 3.7116 -4.4103
H -3.0988 3.9064 -2.4119
H -3.8840 2.7736 -0.4766
H -3.0656 1.4046 0.2363
```

total energy: -122855.079 eV
multiplicity: 3
energy relative to the best compared isomer or geometry (same formula, charge and spin): 0.805 eV
LUMO level (alpha / beta): 0.15 / 0.12 eV
strongest force on any atom: 0.6 eV/Å
Kohn-Sham gap (alpha / beta): 0.26092 / 0.25878 hartree
HOMO (alpha / beta): -0.255 / -0.254 Ha



# 3
The following is a quantum chemistry calculation of a structure of composition C45H56F6N5NbO6PS, from the Open Molecules 2025 dataset.

```
121
C45H56F6N5NbO6PS | the Open Molecules 2025 dataset | the ωB97M-V functional and the def2-TZVPD basis
C -4.5896 0.4007 0.6377
C -3.1197 0.5121 0.2257
O -3.0612 1.2119 -1.0235
C -2.0648 2.2202 -0.9952
C -1.9945 2.9460 -2.3104
C -1.1721 2.1206 -3.3438
C 0.2963 2.5218 -3.1985
C 1.2225 1.8304 -4.2257
Nb 2.4122 0.0773 -3.4459
O 3.5580 -1.4634 -2.7314
C 0.8275 -0.5285 -1.9365
C -0.0981 -1.6884 -2.3443
N 0.5903 -2.9825 -2.3852
C 4.1990 0.7622 -4.7139
C 5.5845 0.6022 -4.0654
S 6.2964 -1.0563 -4.4177
C 7.0932 -1.4023 -2.9092
N 8.3482 -1.5870 -2.6869
N 8.4668 -1.7967 -1.3489
C 7.3077 -1.7259 -0.8342
O 6.3901 -1.4858 -1.7852
C 3.1963 1.5279 -1.8083
O 3.6263 1.0276 -0.7985
N 3.2057 3.0272 -1.9031
C 4.2849 3.5451 -2.6461
O 4.1567 4.2467 -3.6172
F 5.5336 3.2446 -2.2301
P 1.4706 -1.3871 -5.3639
N -0.0421 -0.7428 -5.9094
O 2.4675 -1.3392 -6.7289
H -5.0644 -0.4669 0.2054
H -4.6000 0.3250 1.7267
H -5.1144 1.3078 0.3606
H -2.6226 1.0882 0.9900
H -2.6733 -0.4675 0.0645
H -1.1123 1.7512 -0.7544
H -2.2618 2.9396 -0.1849
H -2.9607 3.2618 -2.6979
H -1.4209 3.8579 -2.1301
H -1.5690 2.3388 -4.3313
H -1.2770 1.0772 -3.0538
H 0.5835 2.3199 -2.1678
H 0.3565 3.6045 -3.3333
H 0.6186 1.6255 -5.1143
H 1.9538 2.5808 -4.5372
H 3.7281 -2.0683 -3.4661
H 0.1818 0.2820 -1.5933
H 1.3576 -0.8880 -1.0480
H -0.8538 -1.7770 -1.5548
H -0.6725 -1.4639 -3.2490
H 1.5184 -2.9008 -2.7754
H 0.0440 -3.6170 -2.9482
H 4.2428 0.2983 -5.7045
H 4.0655 1.8316 -4.8870
H 5.6136 0.7663 -2.9929
H 6.2671 1.3292 -4.5047
H 7.0433 -1.8158 0.1939
H 3.3376 3.3694 -0.9463
H -0.6573 -1.4844 -6.2101
H 0.0789 -0.0490 -6.6363
H 2.4119 -0.4469 -7.0850
F 3.7569 -4.2812 -3.9919
C 4.7514 -5.0267 -3.4825
C 5.9907 -4.9962 -4.0898
C 7.0180 -5.7600 -3.5564
C 6.7913 -6.5471 -2.4352
C 5.5359 -6.5662 -1.8421
C 4.5065 -5.7967 -2.3638
H 6.1435 -4.3793 -4.9658
H 7.9970 -5.7395 -4.0159
H 7.5944 -7.1442 -2.0231
H 5.3574 -7.1807 -0.9697
H 3.5234 -5.7879 -1.9116
F -0.5189 1.1283 1.4060
C 0.2536 0.5718 2.3620
C -0.1708 0.6087 3.6753
C 0.6250 0.0315 4.6556
C 1.8311 -0.5612 4.3070
C 2.2413 -0.5828 2.9794
C 1.4466 -0.0171 1.9946
H -1.1120 1.0838 3.9232
H 0.3064 0.0436 5.6849
H 2.4530 -1.0071 5.0731
H 3.1830 -1.0405 2.7081
H 1.7451 -0.0296 0.9532
F 0.8392 -0.2512 7.5482
C 0.5212 -1.1642 8.4884
C 1.1917 -2.3700 8.5048
C 0.8655 -3.3055 9.4750
C -0.1274 -3.0282 10.4048
C -0.7928 -1.8108 10.3680
C -0.4651 -0.8667 9.4063
H 1.9566 -2.5692 7.7660
H 1.3868 -4.2527 9.5046
H -0.3822 -3.7621 11.1578
H -1.5695 -1.5951 11.0892
H -0.9662 0.0913 9.3649
F -6.4186 2.0869 2.8252
C -5.5670 2.8938 3.4919
C -5.8345 3.2162 4.8064
C -4.9508 4.0413 5.4869
C -3.8239 4.5361 4.8446
C -3.5759 4.2022 3.5198
C -4.4498 3.3707 2.8359
H -6.7221 2.8248 5.2860
H -5.1424 4.2978 6.5202
H -3.1385 5.1819 5.3773
H -2.7000 4.5893 3.0169
H -4.2699 3.0909 1.8055
F -7.2321 -0.1068 -0.7804
C -8.2913 0.7065 -0.6374
C -8.2723 1.6273 0.3896
C -9.3524 2.4816 0.5472
C -10.4382 2.3961 -0.3155
C -10.4395 1.4587 -1.3406
C -9.3561 0.6079 -1.5100
H -7.4188 1.6673 1.0503
H -9.3471 3.2139 1.3437
H -11.2828 3.0610 -0.1890
H -11.2860 1.3897 -2.0108
H -9.3328 -0.1228 -2.3076
```

total energy: -105285.210 eV
multiplicity: 1
LUMO level: 1.81 eV
strongest force on any atom: 2.8 eV/Å
Kohn-Sham gap: 0.23657 hartree
net charge: -1
HOMO: -0.170 Ha



# 4
The following is a quantum chemistry calculation of a cluster of 13 separate species, H26O13 in total, from the Open Molecules 2025 dataset.

```
39
H26O13 | the Open Molecules 2025 dataset | the ωB97M-V functional and the def2-TZVPD basis
O 2.9500 1.0030 -0.6049
H 2.0085 1.2278 -0.7021
H 3.4153 1.5672 -1.2349
O -0.9936 2.6921 0.0656
H -0.6653 3.5530 0.3551
H -0.5287 2.5174 -0.7878
O 0.6726 -2.8787 1.4479
H 1.3877 -3.5218 1.3963
H 0.4937 -2.6228 0.5293
O -0.3829 -0.8688 -3.1688
H -0.9755 -0.9873 -3.9265
H 0.3830 -1.4348 -3.3499
O -0.4887 -3.0574 -1.2721
H -0.3243 -2.9050 -2.2092
H -1.3222 -2.5836 -1.0651
O 2.9514 2.0215 2.2268
H 3.4029 1.2686 2.6289
H 2.8741 1.7760 1.2915
O -2.1630 1.3958 2.2953
H -2.5708 1.9847 2.9388
H -1.6329 1.9556 1.6787
O 0.4382 1.7712 -2.2492
H 0.9197 2.2435 -2.9396
H -0.1477 1.1443 -2.7289
O -0.0122 -0.1506 0.0974
H -0.2165 -0.3038 -0.8366
H -0.1331 0.8040 0.2377
O -2.8029 1.0512 -1.2455
H -3.4857 0.7190 -0.6518
H -2.1009 0.3958 -1.1836
O -2.6177 -1.6943 0.0739
H -2.3307 -1.0929 0.7810
H -3.0966 -2.3971 0.5331
O -0.2944 -0.6032 2.9240
H -1.0339 -0.0411 2.6347
H -0.1544 -1.1643 2.1525
O 3.1590 -1.1814 1.3321
H 3.0881 -0.4409 0.6984
H 2.3302 -1.1621 1.8376
```

total energy: -27040.520 eV
multiplicity: 1
energy relative to the best compared isomer or geometry (same formula, charge and spin): 1.427 eV
LUMO level: -0.53 eV
strongest force on any atom: 0.9 eV/Å
Kohn-Sham gap: 0.33992 hartree
HOMO: -0.360 Ha



# 5
The following is a quantum chemistry calculation of a cluster of 2 separate species, C4H11N2 in total, from the Open Molecules 2025 dataset.

```
17
C4H11N2 | the Open Molecules 2025 dataset | the ωB97M-V functional and the def2-TZVPD basis
C 1.9852 -1.4096 0.6867
C -3.1893 0.6588 0.1073
C 2.0117 0.6473 -0.6067
C -2.0892 -0.4030 0.1847
N 2.6731 -0.3392 0.2956
N -0.8953 -0.2961 -0.2250
H 0.9488 -1.3660 0.2969
H -2.7895 1.6844 -0.0878
H -3.9197 0.7963 0.9100
H -3.7791 0.5116 -0.7674
H 1.9300 1.6568 0.0145
H 1.1886 0.2910 -1.0699
H 2.6620 0.8756 -1.4666
H -2.1897 -1.3468 0.7022
H 3.7353 -0.2783 0.5456
H -0.6516 0.4959 -0.8717
H 2.3687 -2.1787 1.3516
```

total energy: -7297.782 eV
multiplicity: 1
energy relative to the best compared isomer or geometry (same formula, charge and spin): 3.166 eV
LUMO level: -4.99 eV
strongest force on any atom: 5.9 eV/Å
Kohn-Sham gap: 0.31630 hartree
net charge: +1
HOMO: -0.500 Ha